Record 1
ORCA calculation (ωB97M-V with the def2-TZVPD basis set) on a 2-piece molecular cluster, C5H7N3S overall in a non-equilibrium geometry.

XYZ file:
```
16
C5H7N3S, DFT ωB97M-V with the def2-TZVPD basis set
C -1.93 -0.65 0.13
C -2.07 -0.49 -1.22
C -0.91 -0.02 0.78
C -1.24 0.46 -1.83
C -0.04 0.77 0.06
N -0.18 1.01 -1.25
N 0.81 1.50 2.34
N 2.95 -0.38 0.34
S 1.20 1.61 0.90
H -2.52 -1.52 0.54
H -2.80 -0.95 -1.75
H -0.61 0.06 1.90
H -1.36 0.76 -2.91
H 1.47 1.78 3.02
H 2.26 -0.53 -0.49
H 3.64 0.31 0.26
```

Calculated values
**HOMO-LUMO gap (alpha / beta)**: 7.55 / 8.91 eV
**HOMO (alpha / beta)**: -0.289 / -0.352 Eh
**Energy above the lowest of the compared OMol25 structures with the same formula, charge and spin**: 330.50 kJ/mol

Record 2
ORCA calculation (ωB97M-V with the def2-TZVPD basis set) on a 5-piece molecular cluster, C37H31NO21S overall in a non-equilibrium geometry.

XYZ file:
```
91
C37H31NO21S, DFT ωB97M-V with the def2-TZVPD basis set
O -0.99 2.07 -0.32
C -0.31 1.21 0.18
O -0.14 1.09 1.52
C 1.01 0.29 1.71
O 1.65 0.40 2.69
C 1.22 -0.46 0.42
C 2.10 -1.64 0.08
S 3.12 -2.46 1.31
O 2.78 -2.06 2.64
O 3.06 -3.86 0.95
C 0.46 0.14 -0.50
C 0.28 -0.11 -1.96
C -0.40 -1.45 -2.26
C -1.87 -1.47 -1.84
C -2.57 -2.79 -2.18
N -1.81 -3.95 -1.80
C -0.87 -4.61 -2.54
C -0.35 -5.63 -1.79
C -1.01 -5.59 -0.53
C -1.90 -4.55 -0.57
H 1.52 -2.46 -0.33
H 2.79 -1.31 -0.70
H 4.38 -2.08 0.99
H -0.36 0.69 -2.34
H 1.24 -0.04 -2.48
H -0.35 -1.62 -3.34
H 0.13 -2.29 -1.81
H -1.97 -1.27 -0.77
H -2.38 -0.67 -2.38
H -3.51 -2.83 -1.62
H -2.84 -2.83 -3.24
H -0.63 -4.31 -3.55
H 0.41 -6.33 -2.10
H -0.83 -6.24 0.30
H -2.58 -4.20 0.19
O 3.47 7.86 -1.22
C 2.46 7.21 -1.07
C 2.43 5.77 -0.91
C 1.25 5.14 -0.77
O 1.15 3.83 -0.62
C -0.06 5.89 -0.78
O -1.08 5.25 -0.68
C -0.03 7.34 -0.93
C 1.15 7.96 -1.06
O 1.29 9.27 -1.20
H 3.37 5.24 -0.90
H 0.21 3.57 -0.54
H -0.97 7.87 -0.92
H 2.25 9.44 -1.28
O -4.70 -4.31 0.75
C -5.70 -4.97 0.98
C -5.71 -6.41 1.14
C -6.87 -7.03 1.37
O -6.99 -8.34 1.53
C -8.18 -6.29 1.47
O -9.18 -6.95 1.66
C -8.17 -4.84 1.32
C -7.01 -4.22 1.10
O -6.89 -2.91 0.96
H -4.77 -6.93 1.06
H -7.94 -8.52 1.67
H -9.11 -4.31 1.41
H -5.94 -2.73 0.81
O 6.44 -1.49 8.43
C 5.41 -1.98 7.99
C 4.42 -2.65 8.80
C 3.33 -3.17 8.21
O 2.37 -3.80 8.86
C 3.10 -3.06 6.72
O 2.09 -3.58 6.29
C 4.09 -2.37 5.91
C 5.17 -1.86 6.51
O 6.13 -1.21 5.86
H 4.59 -2.72 9.87
H 1.71 -4.06 8.17
H 3.91 -2.29 4.85
H 6.78 -0.95 6.54
O -1.05 6.91 -5.71
C 0.17 6.91 -5.75
C 0.97 7.55 -6.77
C 2.30 7.47 -6.71
O 3.12 8.02 -7.59
C 3.01 6.72 -5.60
O 4.23 6.69 -5.65
C 2.22 6.10 -4.56
C 0.88 6.19 -4.63
O 0.06 5.66 -3.73
H 0.45 8.08 -7.56
H 4.02 7.80 -7.30
H 2.73 5.58 -3.76
H -0.85 5.87 -4.02
```

Calculated values
**HOMO-LUMO gap**: 6.73 eV
**HOMO**: -0.309 Eh
**SMILES**: O=C1OC(=O)C(C[SH](=O)=O)=C1CCCCn1cccc1.O=C1C=C(O)C(=O)C=C1O.O=C1C=C(O)C(=O)C=C1O.O=C1C=C(O)C(=O)C=C1O.O=C1C=C(O)C(=O)C=C1O

Record 3
ORCA calculation (ωB97M-V with the def2-TZVPD basis set) on an isolated ion of composition C4H13N2 and charge +1 in a non-equilibrium geometry.

XYZ file:
```
19
C4H13N2, DFT ωB97M-V with the def2-TZVPD basis set
N -2.29 0.78 -0.28
C -1.65 -0.17 0.67
C -0.70 -1.01 -0.22
C 0.42 -0.27 -0.96
C 1.31 0.81 -0.33
N 2.31 0.07 0.59
H -2.64 1.58 0.29
H -3.05 0.46 -0.90
H -2.37 -0.81 1.18
H -1.07 0.32 1.45
H -0.40 -1.79 0.46
H -1.32 -1.62 -0.87
H -0.04 0.20 -1.82
H 1.15 -1.03 -1.29
H 0.79 1.49 0.35
H 1.91 1.39 -1.02
H 1.92 -0.72 1.15
H 3.17 -0.23 0.10
H 2.54 0.56 1.45
```

Calculated values
**HOMO-LUMO gap**: 8.77 eV
**Total charge**: +1
**HOMO**: -0.462 Eh
**SMILES**: NCCCC[NH3+]
**Energy above the lowest of the compared OMol25 structures with the same formula, charge and spin**: 166.20 kJ/mol

Record 4
ORCA calculation (ωB97M-V with the def2-TZVPD basis set) on a 3-piece molecular cluster, C2H5NO3S overall in a non-equilibrium geometry.

XYZ file:
```
12
C2H5NO3S, DFT ωB97M-V with the def2-TZVPD basis set
O 1.89 0.29 0.69
C 1.69 -0.48 -0.17
O 1.51 -1.31 -0.96
N -0.73 1.90 0.37
C -1.19 2.25 -0.83
O -0.65 1.84 -1.81
H -0.92 2.57 1.14
H 0.14 1.32 0.42
H -1.93 2.97 -0.80
S -0.55 -4.02 0.66
H 0.69 -4.58 0.79
H 0.05 -2.76 0.50
```

Calculated values
**HOMO-LUMO gap**: 10.11 eV
**HOMO**: -0.359 Eh
**SMILES**: O=C=O.NC=O.S
**Energy above the lowest of the compared OMol25 structures with the same formula, charge and spin**: 18.88 kJ/mol

Record 5
ORCA calculation (ωB97M-V with the def2-TZVPD basis set) on a 6-piece molecular cluster, H11O6 overall in a non-equilibrium geometry.

XYZ file:
```
17
H11O6, DFT ωB97M-V with the def2-TZVPD basis set
O -0.58 -0.15 -1.07
H -1.52 0.03 -1.04
O 1.59 -1.57 -1.81
H 1.06 -2.08 -2.43
H 0.93 -1.12 -1.22
O 1.11 1.97 -1.40
H 2.00 1.66 -1.55
H 0.50 1.19 -1.37
O -0.93 -0.55 1.44
H -0.11 -0.16 1.80
H -0.79 -0.31 0.42
O 0.11 3.55 1.39
H 0.13 2.82 0.75
H 1.05 3.54 1.56
O -1.63 -3.16 1.83
H -1.57 -3.44 0.92
H -1.36 -2.22 1.78
```

Calculated values
**HOMO-LUMO gap**: 9.21 eV
**Total charge**: -1
**HOMO**: -0.200 Eh
**Energy above the lowest of the compared OMol25 structures with the same formula, charge and spin**: 58.38 kJ/mol

Record 6
ORCA calculation (ωB97M-V with the def2-TZVPD basis set) on C25H20BrCl2GeNO3Pd as an isolated structure.

XYZ file:
```
54
C25H20BrCl2GeNO3Pd, DFT ωB97M-V with the def2-TZVPD basis set
Pd 0.37 -1.30 1.07
O -0.04 -6.87 -1.22
C 0.00 -5.53 -1.03
C 1.17 -4.80 -1.10
C 1.11 -3.44 -0.87
N -0.03 -2.80 -0.57
C -1.13 -3.53 -0.52
Br -2.73 -2.60 -0.10
C -1.20 -4.89 -0.75
H 0.86 -7.20 -1.33
H 2.13 -5.27 -1.29
H 2.00 -2.83 -0.88
H -2.13 -5.43 -0.69
Cl 1.70 -0.70 3.47
C 1.94 -2.44 3.84
Cl 3.51 -2.69 4.60
C 1.73 -3.21 2.49
O 2.72 -3.53 1.84
O 0.49 -3.36 2.24
H 1.17 -2.70 4.56
C 0.01 1.19 -4.60
C -0.82 0.29 -3.95
C -0.83 0.22 -2.56
C -0.01 1.05 -1.79
C 0.82 1.94 -2.46
C 0.84 2.02 -3.85
Ge -0.07 0.86 0.19
C -1.90 1.57 0.57
C -2.62 1.07 1.66
C -3.90 1.53 1.95
C -4.48 2.51 1.15
C -3.78 3.01 0.06
C -2.51 2.54 -0.23
C 1.13 2.34 0.78
C 2.50 2.09 0.88
C 3.39 3.08 1.27
C 2.91 4.35 1.59
C 1.55 4.61 1.52
C 0.67 3.61 1.11
H 0.02 1.24 -5.68
H -1.47 -0.36 -4.52
H -1.48 -0.49 -2.07
H 1.47 2.60 -1.89
H 1.49 2.72 -4.35
H -2.17 0.30 2.28
H -4.44 1.13 2.80
H -5.48 2.87 1.37
H -4.23 3.76 -0.58
H -1.98 2.93 -1.09
H 2.87 1.10 0.65
H 4.45 2.87 1.34
H 3.60 5.13 1.91
H 1.18 5.60 1.77
H -0.39 3.83 1.06
```

Calculated values
**HOMO-LUMO gap (alpha / beta)**: 6.28 / 7.44 eV
**2S+1**: 2
**Total charge**: -1
**HOMO (alpha / beta)**: -0.142 / -0.185 Eh
**Energy above the lowest of the compared OMol25 structures with the same formula, charge and spin**: 0.00 kJ/mol

Record 7
ORCA calculation (ωB97M-V with the def2-TZVPD basis set) on a 2-piece molecular cluster, C3H10OS2 overall in a non-equilibrium geometry.

XYZ file:
```
16
C3H10OS2, DFT ωB97M-V with the def2-TZVPD basis set
C -0.04 -3.59 1.78
C -0.34 -2.13 2.06
O -1.46 -1.64 1.31
H -0.25 -3.78 0.72
H 1.03 -3.78 1.93
H -0.63 -4.27 2.40
H 0.52 -1.50 1.83
H -0.57 -1.98 3.13
H -2.23 -2.23 1.40
C 1.36 4.00 -1.94
S 0.77 3.32 -3.53
S -1.19 3.24 -3.24
H 0.91 4.97 -1.80
H 2.44 4.10 -2.01
H 1.07 3.32 -1.14
H -1.41 1.96 -2.90
```

Calculated values
**HOMO-LUMO gap**: 9.73 eV
**HOMO**: -0.330 Eh
**SMILES**: CCO.CSS
**Energy above the lowest of the compared OMol25 structures with the same formula, charge and spin**: 61.39 kJ/mol

Record 8
ORCA calculation (ωB97M-V with the def2-TZVPD basis set) on an isolated ion of composition C5H11NO and charge -1 in a non-equilibrium geometry.

XYZ file:
```
18
C5H11NO, DFT ωB97M-V with the def2-TZVPD basis set
C 1.28 -1.73 -0.98
C 0.65 -1.64 0.40
C -0.39 -0.54 0.53
C 0.19 0.78 1.03
N -0.37 1.90 0.55
C -1.42 1.99 -0.47
O 1.08 0.80 1.88
H 0.52 -1.77 -1.77
H 1.92 -2.60 -1.11
H 1.90 -0.85 -1.21
H 0.23 -2.61 0.67
H 1.43 -1.53 1.16
H -1.21 -0.76 1.22
H -0.85 -0.39 -0.43
H 0.12 2.76 0.76
H -1.08 1.65 -1.46
H -1.64 3.04 -0.61
H -2.33 1.48 -0.15
```

Calculated values
**HOMO-LUMO gap (alpha / beta)**: 2.72 / 9.68 eV
**2S+1**: 2
**Total charge**: -1
**HOMO (alpha / beta)**: 0.043 / -0.217 Eh
**Energy above the lowest of the compared OMol25 structures with the same formula, charge and spin**: 0.00 kJ/mol

Record 9
ORCA calculation (ωB97M-V with the def2-TZVPD basis set) on C25H39N10PPtS as an isolated structure.

XYZ file:
```
77
C25H39N10PPtS, DFT ωB97M-V with the def2-TZVPD basis set
Pt -1.57 -0.37 0.03
N -3.44 -1.69 -2.65
C -2.79 -2.57 -1.90
N -2.75 -3.91 -2.14
N -2.02 -4.41 -1.22
N -1.58 -3.42 -0.38
N -2.06 -2.29 -0.79
C -3.50 -0.32 -2.42
N -4.30 0.48 -3.08
N -4.09 1.69 -2.53
N -3.20 1.61 -1.59
N -2.80 0.34 -1.50
H -3.98 -2.05 -3.44
S -3.00 -0.11 1.88
C -3.63 1.48 1.47
N -4.90 1.53 1.00
C -5.50 2.66 0.61
C -4.83 3.86 0.70
C -3.54 3.86 1.22
C -2.94 2.67 1.61
H -5.40 0.65 0.92
H -6.51 2.56 0.24
H -5.32 4.77 0.38
H -3.00 4.79 1.32
H -1.95 2.65 2.03
C 2.53 3.61 0.81
C 1.68 3.48 -0.45
C 1.49 2.00 -0.84
C 1.55 1.08 0.40
C 0.91 1.81 1.59
C 1.83 2.98 2.01
P 0.80 -0.52 0.09
C 1.24 -1.26 -1.52
C 0.63 -0.63 -2.77
C 0.74 -1.65 -3.92
C 2.04 -2.47 -3.83
C 3.14 -1.66 -3.15
C 2.78 -1.38 -1.68
C 1.18 -1.79 1.36
C 2.67 -1.71 1.82
C 2.78 -1.08 3.21
C 2.06 -1.95 4.25
C 0.82 -2.64 3.68
C 0.21 -1.82 2.55
H 2.74 4.66 1.01
H 3.50 3.14 0.64
H 2.12 4.01 -1.29
H 0.70 3.95 -0.27
H 2.25 1.70 -1.55
H 0.52 1.88 -1.34
H 2.59 0.85 0.65
H 0.73 1.16 2.44
H -0.06 2.19 1.26
H 2.57 2.60 2.73
H 1.23 3.72 2.55
H 0.82 -2.27 -1.41
H 1.16 0.28 -3.02
H -0.42 -0.33 -2.63
H 0.69 -1.11 -4.87
H -0.12 -2.33 -3.90
H 2.35 -2.77 -4.83
H 1.88 -3.39 -3.28
H 3.29 -0.72 -3.69
H 4.09 -2.18 -3.19
H 3.28 -0.47 -1.35
H 3.14 -2.19 -1.05
H 1.03 -2.72 0.80
H 3.29 -1.18 1.10
H 3.06 -2.73 1.85
H 2.35 -0.07 3.19
H 3.83 -0.97 3.47
H 1.78 -1.34 5.11
H 2.75 -2.71 4.63
H 0.08 -2.81 4.46
H 1.07 -3.63 3.29
H -0.02 -0.81 2.92
H -0.74 -2.26 2.22
```

Calculated values
**HOMO-LUMO gap (alpha / beta)**: 8.25 / 6.12 eV
**2S+1**: 5
**Total charge**: +2
**HOMO (alpha / beta)**: -0.540 / -0.576 Eh
**Energy above the lowest of the compared OMol25 structures with the same formula, charge and spin**: 0.00 kJ/mol

Record 10
ORCA calculation (ωB97M-V with the def2-TZVPD basis set) on C4H3KO as an isolated structure in a non-equilibrium geometry.

XYZ file:
```
9
C4H3KO, DFT ωB97M-V with the def2-TZVPD basis set
C 0.81 -0.57 -0.72
C 1.42 0.24 -1.68
C 0.93 0.81 -0.58
H 1.89 0.24 -2.66
C 0.00 1.89 0.41
O -1.06 1.33 0.98
K -1.36 -1.36 0.75
H 0.70 2.26 1.19
H -0.29 2.78 -0.19
```

Calculated values
**HOMO-LUMO gap (alpha / beta)**: 10.26 / 6.99 eV
**2S+1**: 2
**Total charge**: +1
**HOMO (alpha / beta)**: -0.504 / -0.504 Eh

Record 11
ORCA calculation (ωB97M-V with the def2-TZVPD basis set) on C29H20Br2ClF4N2O7PSZr as an isolated structure.

XYZ file:
```
68
C29H20Br2ClF4N2O7PSZr, DFT ωB97M-V with the def2-TZVPD basis set
Zr 1.13 -0.61 -0.59
O 3.70 0.16 2.19
Cl 3.31 -0.82 1.28
O 4.15 -1.93 1.15
O 3.13 -0.18 -0.13
O 1.90 -1.25 1.49
F -3.95 4.83 -0.92
C -3.06 4.01 -0.42
C -2.98 3.81 0.95
F -3.80 4.45 1.76
C -2.04 2.93 1.47
F -1.96 2.79 2.79
C -1.17 2.23 0.64
P 0.16 1.18 1.30
C -0.61 0.15 2.56
C -1.91 -0.31 2.33
C -2.51 -1.19 3.22
C -1.82 -1.59 4.35
C -0.53 -1.13 4.60
C 0.08 -0.26 3.71
C 1.36 2.32 1.97
C 2.38 2.78 1.14
C 3.26 3.75 1.60
C 3.12 4.25 2.89
C 2.09 3.80 3.71
C 1.21 2.84 3.26
C -1.27 2.46 -0.72
Br -0.17 1.50 -1.94
C -2.19 3.32 -1.27
F -2.27 3.50 -2.57
H -2.47 0.04 1.47
H -3.52 -1.53 3.04
H -2.29 -2.26 5.06
H -0.01 -1.44 5.49
H 1.09 0.09 3.90
H 2.49 2.40 0.13
H 4.05 4.11 0.96
H 3.80 5.00 3.25
H 1.98 4.20 4.71
H 0.40 2.50 3.90
Br 1.23 -1.83 -7.36
C 1.16 -1.46 -5.55
C -0.05 -1.39 -4.87
C -0.05 -1.12 -3.52
N 1.09 -0.93 -2.83
C 2.27 -0.97 -3.49
C 2.35 -1.24 -4.84
H -1.00 -1.53 -5.38
H -1.02 -1.01 -3.02
H 3.17 -0.76 -2.92
H 3.31 -1.26 -5.33
N 1.90 -2.87 -0.70
C 0.50 -3.15 -0.91
C 0.03 -3.85 -2.00
C -1.30 -3.68 -2.37
C -2.13 -2.81 -1.69
C -1.72 -2.26 -0.49
C -0.39 -2.39 -0.10
S -3.57 -2.02 -2.46
O -4.53 -1.90 -1.40
O -3.87 -2.84 -3.60
O -2.87 -0.76 -2.77
H 2.27 -3.24 0.18
H 2.49 -3.22 -1.45
H 0.71 -4.44 -2.61
H -1.70 -4.16 -3.26
H -2.43 -1.70 0.10
H -0.12 -2.12 0.94
```

Calculated values
**HOMO-LUMO gap**: 5.78 eV
**Total charge**: +2
**HOMO**: -0.513 Eh
**Energy above the lowest of the compared OMol25 structures with the same formula, charge and spin**: 0.00 kJ/mol

So what do the calculations give for calculated total energy? Going down the list: -20599.5522; -94191.4246; -7331.7647; -20623.3387; -12465.4518; -188967.6691; -26990.6539; -8900.1621; -64811.1584; -22557.4534; -232569.3947 eV.